DFT (the ωB97M-V functional and the def2-TZVPD basis) results for C38H42GeO4PtSSi as an isolated structure.

Output
Energy relative to the best compared isomer or geometry (same formula, charge and spin) = 0.0 kcal per mole
Calculated total energy = -4658.13309 Ha
LUMO energy (spin up / spin down) = 4.463 / 4.463 eV
Highest occupied orbital energy (spin up / spin down) = -0.9 / -0.9 eV
Orbital gap (spin up / spin down) = 5.3 / 5.3 eV

ORCA input file:
```
! wB97M-V def2-TZVPD RIJCOSX def2/J DEFGRID3
* xyz -2 1
Pt 0.9305 0.3575 -1.7065
C 0.0026 1.9399 -1.6738
Ge -1.8478 1.7095 -1.2392
C -2.2836 1.6278 0.6803
C -2.0688 0.4761 1.4378
C -2.3001 0.4561 2.8073
C -2.7403 1.6013 3.4545
C -2.9413 2.7645 2.7224
C -2.7129 2.7736 1.3529
C -2.6118 0.1326 -2.1602
C -2.4963 0.1213 -3.5525
C -2.9581 -0.9425 -4.3107
C -3.5600 -2.0304 -3.6901
C -3.6930 -2.0359 -2.3109
C -3.2208 -0.9650 -1.5571
C -3.0344 3.1461 -1.9501
C -4.4177 3.1351 -1.7643
C -5.2280 4.1301 -2.2940
C -4.6645 5.1658 -3.0306
C -3.2919 5.1946 -3.2298
C -2.4892 4.1931 -2.6914
H 0.4149 2.9273 -1.4217
H -1.6587 -0.4135 0.9708
H -2.0958 -0.4488 3.3673
H -2.8976 1.5970 4.5270
H -3.2626 3.6717 3.2233
H -2.8748 3.6928 0.7984
H -1.9944 0.9434 -4.0514
H -2.8224 -0.9350 -5.3859
H -3.9078 -2.8725 -4.2780
H -4.1570 -2.8795 -1.8112
H -3.3454 -1.0018 -0.4816
H -4.8709 2.3293 -1.1942
H -6.3007 4.0976 -2.1365
H -5.2942 5.9436 -3.4482
H -2.8432 5.9965 -3.8059
H -1.4163 4.2169 -2.8543
O 2.0086 -1.4247 -4.6679
C 2.1321 -1.9399 -3.5597
O 1.9335 -1.4660 -2.3965
H 2.5413 -2.9843 -3.5052
C 3.5592 -3.0423 0.5665
C 3.2539 -2.0876 1.7250
C 3.3857 -2.8244 3.0564
C 4.2541 -0.9282 1.6900
Si 1.5304 -1.3414 1.3809
O 1.5525 -0.5685 0.0211
C 1.1106 -0.1717 2.8107
C 1.1369 1.1948 2.5129
C 0.8792 2.1484 3.4896
C 0.5996 1.7559 4.7914
C 0.5643 0.4046 5.1081
C 0.8125 -0.5432 4.1230
C 0.2623 -2.7596 1.3318
C -0.3868 -2.9477 0.1051
C -1.3385 -3.9468 -0.0613
C -1.6686 -4.7821 0.9974
C -1.0353 -4.6171 2.2222
C -0.0813 -3.6191 2.3797
H 4.5876 -3.4244 0.6468
H 3.4434 -2.5390 -0.3972
H 2.8809 -3.9007 0.5689
H 4.4259 -3.1470 3.2073
H 2.7617 -3.7219 3.0849
H 3.1126 -2.1893 3.9041
H 5.2837 -1.3084 1.7592
H 4.0962 -0.2335 2.5208
H 4.1500 -0.3636 0.7615
H 1.3318 1.5000 1.4890
H 0.8868 3.1998 3.2266
H 0.3944 2.5000 5.5533
H 0.3288 0.0887 6.1191
H 0.7543 -1.5941 4.3883
H -0.1256 -2.3019 -0.7291
H -1.8203 -4.0651 -1.0243
H -2.4153 -5.5584 0.8698
H -1.2831 -5.2663 3.0556
H 0.4019 -3.5168 3.3459
C 5.6979 0.8433 -1.6025
S 3.9696 1.3856 -1.6101
C 3.7721 1.3166 -3.3910
O 4.0502 2.8397 -1.2521
H 5.7650 -0.1720 -1.9956
H 6.0344 0.8577 -0.5669
H 6.2916 1.5389 -2.1989
H 4.0555 0.3287 -3.7528
H 4.4012 2.1050 -3.8103
H 2.7153 1.4730 -3.6035
*
```

***

DFT (the ωB97M-V functional and the def2-TZVPD basis) results for a 5-piece molecular cluster, C38H43B3F6O4Si overall.

Output
Structure (SMILES) = CCCOB1OBOB(C(F)(F)CC[Si](C)(C)c2ccccc2)O1.Fc1ccccc1.Fc1ccccc1.Fc1ccccc1.Fc1ccccc1
Calculated total energy = -2737.84133 Ha
LUMO energy = 0.089 eV
Highest occupied orbital energy = -8.4 eV
Orbital gap = 8.4 eV

ORCA input file:
```
! wB97M-V def2-TZVPD RIJCOSX def2/J DEFGRID3
* xyz 0 1
C 8.6727 -2.4017 0.9050
C 8.6273 -0.8018 1.2689
C 8.8160 0.1060 -0.1205
O 9.1953 1.4729 0.3665
B 7.9473 2.2941 0.5564
O 7.6607 3.2858 -0.4981
B 6.5302 4.1688 -0.1506
O 5.6326 3.9736 1.0428
B 5.7246 2.4860 1.2591
C 4.4657 1.4455 0.9366
F 4.0491 1.7705 -0.4790
F 5.0739 0.0650 1.0238
C 3.2330 1.5332 2.0134
C 1.7314 1.4201 1.3649
Si 1.3141 -0.2765 0.5556
C 1.5260 -0.0206 -1.3805
C 2.4679 -1.7375 1.1308
C -0.4968 -0.8803 0.8083
C -0.8585 -2.1127 1.8351
C -2.4173 -2.6424 1.9949
C -3.6511 -1.9661 1.1188
C -3.2911 -0.6944 0.1011
C -1.7220 -0.1891 -0.0358
O 7.0733 2.0237 1.7446
H 8.1312 -2.5253 -0.1405
H 9.7619 -2.8313 0.8447
H 8.0692 -2.9698 1.7318
H 9.4161 -0.4544 2.0678
H 7.5640 -0.5948 1.7455
H 7.7946 0.2176 -0.7089
H 9.6314 -0.3703 -0.8216
H 6.2580 5.0636 -0.8643
H 3.4001 0.7642 2.9109
H 3.2984 2.6114 2.5178
H 1.5350 2.2759 0.5573
H 0.9333 1.6289 2.2234
H 0.4551 -0.1365 -1.8748
H 1.8329 1.1154 -1.5795
H 2.3214 -0.7767 -1.7919
H 2.8420 -1.5563 2.2490
H 1.8824 -2.7639 1.0566
H 3.4091 -1.7909 0.3996
H -0.0344 -2.6674 2.4928
H -2.6918 -3.5200 2.7270
H -4.7619 -2.3309 1.1738
H -4.1513 -0.1669 -0.5347
H -1.5016 0.6932 -0.7814
F 0.0398 1.2957 4.9328
C -0.6556 2.4403 4.9056
C -2.0127 2.4094 4.6037
C -2.7383 3.6004 4.5803
C -2.0956 4.8115 4.8486
C -0.7321 4.8327 5.1455
C -0.0093 3.6405 5.1798
H -2.4931 1.4602 4.3899
H -3.8014 3.5861 4.3531
H -2.6610 5.7407 4.8258
H -0.2332 5.7770 5.3499
H 1.0493 3.6377 5.4176
F -5.5810 -4.0481 -0.2245
C -6.0182 -5.0606 0.5359
C -5.8924 -4.9817 1.9185
C -6.3521 -6.0335 2.7110
C -6.9232 -7.1583 2.1106
C -7.0403 -7.2303 0.7217
C -6.5907 -6.1736 -0.0697
H -5.4386 -4.1038 2.3666
H -6.2655 -5.9781 3.7933
H -7.2776 -7.9804 2.7289
H -7.4814 -8.1085 0.2565
H -6.6821 -6.2090 -1.1502
F -4.6012 2.0559 -1.1616
C -5.6829 2.3491 -1.8955
C -6.8815 1.6919 -1.6404
C -8.0093 2.0005 -2.4009
C -7.9230 2.9562 -3.4163
C -6.7141 3.6068 -3.6680
C -5.5895 3.3059 -2.9000
H -6.9275 0.9465 -0.8531
H -8.9531 1.4980 -2.2042
H -8.8018 3.1934 -4.0121
H -6.6483 4.3472 -4.4615
H -4.6442 3.8085 -3.0762
F 2.4342 -1.6828 -4.4613
C 1.7459 -0.9786 -5.3695
C 0.9572 -1.6472 -6.2994
C 0.2363 -0.9142 -7.2420
C 0.3208 0.4803 -7.2511
C 1.1191 1.1420 -6.3168
C 1.8310 0.4092 -5.3674
H 0.9104 -2.7312 -6.2824
H -0.3893 -1.4271 -7.9683
H -0.2382 1.0514 -7.9893
H 1.1865 2.2271 -6.3284
H 2.4493 0.9078 -4.6283
*
```

***

DFT (the ωB97M-V functional and the def2-TZVPD basis) results for C38H43Br2N3O5PRuS4Si as an isolated structure.

Output
Calculated total energy = -9481.20763 Ha
LUMO energy (spin up / spin down) = 3.665 / 3.119 eV
⟨S²⟩ = 8.780
Highest occupied orbital energy (spin up / spin down) = -2.6 / -2.6 eV
Orbital gap (spin up / spin down) = 6.3 / 5.8 eV

ORCA input file:
```
! wB97M-V def2-TZVPD RIJCOSX def2/J DEFGRID3
* xyz -2 6
Ru 1.7167 0.3733 0.4125
S 2.0419 -0.0444 2.8803
C 3.5680 0.6509 3.2661
C 3.7885 0.9625 4.6342
N 3.9511 1.2241 5.7459
C 4.5498 0.9361 2.3322
S 4.4175 0.6463 0.6510
C 5.7640 1.5494 2.7520
N 6.7459 2.0705 3.0561
C 1.3272 3.3520 2.4786
C 1.4565 3.7924 1.0542
C 1.2874 5.1491 0.7115
C 1.3282 5.5385 -0.5960
C 1.5368 4.5705 -1.5992
C 1.5015 4.8232 -2.9853
Br 1.2238 6.6035 -3.6276
C 1.6391 3.8170 -3.9039
C 1.8980 2.5234 -3.4672
Br 2.0996 1.1406 -4.7479
C 2.0270 2.1652 -2.1127
O 2.3300 0.9915 -1.7368
C 1.7690 3.2384 -1.1672
N 1.7220 2.8895 0.1347
H 0.8619 4.1310 3.0814
H 2.3084 3.1172 2.8958
H 0.7146 2.4514 2.5120
H 1.1144 5.8705 1.4989
H 1.1803 6.5723 -0.8766
H 1.5537 4.0234 -4.9612
C -4.3392 3.1853 1.2249
C -3.2445 2.9173 2.2608
C -3.7616 1.9344 3.3169
C -2.8287 4.2275 2.9326
O -2.0776 2.3869 1.6614
Si -1.9070 1.2362 0.4918
O -0.3892 0.8252 0.4636
O -2.4216 2.0166 -0.8697
C -2.4831 1.5667 -2.2121
C -1.2796 0.6924 -2.5715
C -3.7826 0.7789 -2.4112
C -2.4755 2.8198 -3.0889
O -3.0034 0.0193 0.7596
C -2.8070 -1.3354 1.1515
C -2.1037 -2.1093 0.0395
C -1.9558 -1.4241 2.4176
C -4.1945 -1.9287 1.3941
H -5.1947 3.6806 1.6889
H -4.6599 2.2413 0.7835
H -3.9407 3.8100 0.4263
H -4.6480 2.3291 3.8183
H -2.9785 1.7467 4.0532
H -4.0075 0.9924 2.8293
H -3.6722 4.6807 3.4572
H -2.4563 4.9248 2.1810
H -2.0266 4.0287 3.6442
H -1.3528 -0.2775 -2.0783
H -0.3714 1.1727 -2.2094
H -1.2093 0.5414 -3.6495
H -3.8304 -0.0105 -1.6615
H -3.8270 0.3406 -3.4104
H -4.6461 1.4335 -2.2720
H -1.5485 3.3704 -2.9214
H -3.3166 3.4668 -2.8327
H -2.5440 2.5498 -4.1442
H -1.1307 -1.6499 -0.1285
H -2.6769 -2.0827 -0.8914
H -1.9531 -3.1475 0.3355
H -1.0073 -0.9197 2.2328
H -1.7464 -2.4631 2.6662
H -2.4505 -0.9367 3.2610
H -4.8060 -1.8394 0.4940
H -4.7015 -1.4000 2.2043
H -4.1046 -2.9825 1.6615
S 0.9852 -4.2685 1.8383
P 1.7816 -3.8193 0.1009
S 1.9752 -1.9237 -0.5854
C 0.8380 -4.7004 -1.2146
C 0.2458 -4.0211 -2.2721
C -0.5531 -4.7022 -3.1812
C -0.7497 -6.0674 -3.0447
C -0.1698 -6.7478 -1.9815
C 0.6143 -6.0665 -1.0649
C 3.4658 -4.5429 -0.0322
C 4.2096 -4.3839 -1.1982
C 5.5044 -4.8707 -1.2634
C 6.0651 -5.5115 -0.1661
C 5.3239 -5.6741 0.9945
C 4.0242 -5.1907 1.0611
H 0.4139 -2.9571 -2.3728
H -1.0255 -4.1607 -3.9917
H -1.3570 -6.6027 -3.7653
H -0.3386 -7.8117 -1.8640
H 1.0444 -6.5844 -0.2160
H 3.7760 -3.8436 -2.0307
H 6.0853 -4.7489 -2.1696
H 7.0857 -5.8729 -0.2111
H 5.7573 -6.1773 1.8502
H 3.4373 -5.2886 1.9655
*
```

***

Number 1: M 890.59 g mol⁻¹. Number 2: M 738.27 g mol⁻¹. Number 3: M 1069.98 g mol⁻¹.